[1]
The molecule C2H6B2 at a distorted geometry. Source: OMol25; level of theory: ωB97M-V/def2-TZVPD.

XYZ file:
```
10
Properties=species:S:1:pos:R:3:nbo_charge:R:1
B -0.713 -0.615 1.643 0.3690
H -1.096 0.803 -0.372 -0.0684
C 0.755 0.722 -1.781 -0.4329
C 0.253 -0.549 0.585 -0.5971
H -1.777 -0.922 1.360 -0.0465
H 0.065 1.184 -2.562 0.2050
H -0.423 -0.293 2.741 -0.0433
H 1.182 -1.169 0.767 0.2231
B -0.053 0.442 -0.511 0.1945
H 1.810 0.399 -1.872 0.1966
```

Properties
F_max	3.6	eV/Å
ΔE to the lowest compared entry with this formula, charge and spin	34.0	kcal per mole
net charge	0
E	-3519.4486	eV
E_HOMO (spin up / spin down)	-9.552 / -9.163	eV

=====

[2]
A 2-piece molecular cluster, C12H21Cl2IO6 overall at a distorted geometry. Source: OMol25; level of theory: ωB97M-V/def2-TZVPD.

XYZ file:
```
42
Properties=species:S:1:pos:R:3:nbo_charge:R:1
Cl -0.283 -2.365 -3.462 -0.0575
H -3.559 -1.984 1.919 0.4724
O 1.284 3.579 -1.193 -0.5183
C -1.816 -1.086 1.567 0.0896
C -2.732 0.239 1.286 -0.6539
C 1.306 1.174 -1.810 -0.4264
H -2.199 -0.389 -4.379 0.2283
H 0.470 1.402 -2.576 0.2327
H -2.308 0.887 0.442 0.2241
H -2.517 -2.877 -3.950 0.2282
C 2.178 2.457 -1.415 -0.0945
O 2.706 -1.878 1.745 -0.5843
C -2.042 -2.217 -3.221 -0.3898
O 0.557 -1.400 2.419 -0.5397
H -0.437 0.276 -0.761 0.2302
H -3.619 -0.770 -3.398 0.2269
O 2.805 -2.374 4.072 -0.5144
H -1.402 -1.441 0.548 0.1628
I 2.538 0.954 2.546 0.0241
H 2.373 3.956 0.769 0.1541
H -3.826 -0.016 1.092 0.2095
H 1.909 0.313 -2.269 0.2151
H 2.420 -0.726 -0.431 0.2370
H 4.364 -1.410 3.193 0.1656
C 1.373 -0.726 0.065 -0.5019
O 0.432 4.719 0.601 -0.5474
H -1.021 -0.496 3.574 0.2239
O -2.624 -2.084 2.226 -0.7225
H 2.801 2.198 -0.491 0.1874
C -2.528 -0.796 -3.421 -0.3866
Cl -1.957 0.294 -2.131 -0.0416
C 3.311 -1.860 3.038 0.6038
H 0.486 1.416 0.345 0.2203
C 0.633 0.599 -0.436 -0.4613
C -0.600 -0.539 2.498 -0.1183
H -2.615 0.881 2.243 0.2113
C 1.408 4.082 0.147 0.6148
H 0.877 -1.703 -0.308 0.2520
H -0.435 0.540 2.171 0.2034
H 2.933 2.626 -2.270 0.1916
C 1.635 -0.869 1.640 0.5233
H -2.279 -2.586 -2.222 0.2259
```

Properties
F_max	5.4	eV/Å
net charge	0
E	-58210.9723	eV
E_HOMO	-9.866	eV

=====

[3]
C52H75BCrN9O4S2 as an isolated structure. Source: OMol25; level of theory: ωB97M-V/def2-TZVPD.

XYZ file:
```
144
Properties=species:S:1:pos:R:3:lowdin_spin:R:1
H 1.306 6.319 3.416 0.0001
H 7.438 -1.401 0.292 0.0000
H -4.076 -0.813 -2.641 0.0001
H -0.363 4.739 2.529 0.0000
H -0.248 -4.316 3.588 0.0001
H 3.603 -4.198 -2.255 0.0000
N -1.006 1.069 2.796 0.0062
H 3.127 -1.955 -2.665 0.0003
H 5.048 -0.067 -1.523 0.0000
H -3.196 -7.568 -0.760 0.0000
H 5.425 0.310 1.596 0.0001
H -1.451 3.804 6.027 0.0001
H 8.949 -0.102 1.786 0.0000
C 0.921 3.744 1.173 0.0089
H 8.002 -3.077 -2.271 0.0000
H -5.356 -1.900 -0.542 0.0000
H 9.342 -1.439 -3.568 0.0000
C 7.081 -0.921 1.201 0.0004
C -3.078 -6.498 -0.656 -0.0001
H -5.812 2.100 1.346 0.0000
H -2.585 2.685 4.128 0.0001
C -4.058 3.376 1.245 0.0005
C 1.627 5.449 2.841 0.0005
H -3.377 -6.526 1.470 0.0000
H -0.396 2.399 6.235 0.0000
H -1.041 -0.670 5.538 0.0000
C 8.081 1.240 0.334 0.0001
H 7.579 0.792 2.394 0.0000
N -2.098 1.909 0.637 0.0046
H -2.505 -3.720 -2.510 0.0000
C -2.032 2.077 4.846 0.0011
C 5.987 -0.371 -1.970 0.0000
H -0.707 5.747 0.276 0.0000
C 1.362 -2.251 -1.521 0.0120
C -2.617 1.166 -1.329 0.0064
H 4.889 1.786 -1.879 0.0000
H -1.526 3.195 2.384 0.0001
C 7.964 0.276 1.509 0.0000
C -3.647 -0.043 -3.282 0.0001
H -3.968 5.086 -0.099 0.0000
H -2.362 -1.131 2.432 0.0002
H -1.631 -0.235 -2.554 0.0006
H 1.030 -2.320 5.412 0.0002
H -4.140 -0.564 4.066 0.0001
H 1.728 -2.456 -3.591 0.0004
H 1.488 -4.026 -1.117 0.0001
H 2.842 1.135 -3.223 0.0001
H -2.538 2.387 -3.830 0.0000
H -3.133 -4.075 1.715 0.0000
C -5.096 -1.603 0.467 0.0002
H -3.439 -0.485 -4.258 0.0000
N 5.692 -0.473 1.015 0.0050
H -5.660 3.228 2.702 0.0000
C 1.987 2.276 -0.096 0.0110
O 0.962 -1.103 -1.375 0.0304
C 1.435 -2.382 4.399 0.0008
C 2.879 1.611 -1.103 0.0017
N 0.283 2.558 1.223 0.0035
H -4.630 1.788 2.618 0.0000
H -2.771 -6.180 -2.756 0.0000
H 1.242 1.171 -2.469 0.0003
C -0.977 2.969 5.508 0.0006
H -3.789 0.922 5.401 0.0000
H -5.450 4.138 -0.239 0.0000
H -3.360 3.806 1.964 0.0000
C -0.925 -0.267 4.546 0.0023
S 3.121 -1.005 1.363 0.0176
H 1.928 -3.350 4.294 0.0000
C -5.741 -0.902 2.674 0.0000
N -1.696 1.089 -0.374 0.0347
C -3.406 -1.177 2.153 0.0004
C 5.684 -2.719 -1.097 0.0002
C 4.249 2.281 -1.149 0.0001
H 0.944 6.369 0.304 0.0000
C 0.321 -2.237 3.362 0.0052
B -1.127 2.243 1.801 0.0038
O 5.665 -3.868 -1.491 0.0007
C 7.664 -2.056 -2.392 0.0000
H -2.510 0.920 6.622 0.0000
C -3.291 2.466 0.332 0.0030
C -2.836 -5.721 -1.778 0.0000
C -3.018 1.532 5.874 0.0003
C -0.306 -0.878 3.450 0.0114
H -3.509 2.353 6.398 0.0000
C 6.718 0.533 -2.727 0.0000
H 6.349 1.539 -2.875 0.0000
H 2.744 4.357 0.097 0.0000
H 2.493 -4.569 -3.399 0.0000
C -1.794 1.616 -3.620 0.0002
H -5.219 5.199 1.148 0.0000
C -3.769 -1.565 0.876 0.0012
H 1.919 4.664 3.539 0.0000
H -1.491 1.170 -4.569 0.0000
C -4.708 4.518 0.466 0.0001
H -4.547 2.270 -1.471 0.0003
C 8.403 -1.141 -3.121 0.0000
H 8.498 0.865 -3.872 0.0000
H -6.517 -0.647 3.383 0.0000
C -2.379 0.555 -2.681 0.0011
C -2.788 -3.773 -0.385 -0.0006
C -1.358 0.969 4.090 0.0083
H -0.284 3.373 4.767 0.0000
H 8.696 2.100 0.593 0.0000
Cr 0.068 -0.251 0.371 3.7431
C 7.927 0.153 -3.292 0.0000
H -0.239 6.967 1.470 0.0001
H 0.758 -2.327 2.363 0.0040
H 4.747 2.256 -0.177 0.0000
C -3.661 2.003 -0.919 0.0020
H 8.534 0.746 -0.528 0.0000
C -3.039 -4.543 0.744 -0.0001
C 2.279 -2.644 -2.669 0.0008
H 7.115 -1.653 2.013 0.0002
H -1.315 -3.190 4.432 0.0001
C 0.503 4.980 1.915 0.0010
H -1.409 -3.348 2.671 0.0000
H -4.405 0.729 -3.427 0.0000
H 4.160 3.324 -1.457 0.0000
C 6.463 -1.667 -1.802 0.0000
S -2.510 -2.021 -0.299 0.0057
C 2.019 3.600 0.342 0.0025
C -0.729 -3.338 3.523 0.0007
C -5.103 2.575 2.028 0.0002
H 4.161 -3.119 0.141 0.0001
O 1.012 -3.236 -0.742 0.0070
H 2.511 5.734 2.266 0.0000
N 4.840 -2.391 -0.037 0.0014
H 7.102 1.610 0.021 0.0000
C -2.687 -4.347 -1.645 -0.0001
C 2.221 1.649 -2.485 0.0009
N 2.643 -4.050 -2.546 0.0000
H -7.123 -1.297 1.076 0.0000
H 2.185 -1.599 4.284 0.0000
C -4.410 -0.853 3.058 0.0001
O -1.198 -1.881 0.453 0.0295
C -3.179 -5.912 0.602 0.0000
H 2.093 2.683 -2.814 0.0000
H -0.927 2.101 -3.171 0.0000
N -0.359 -0.055 2.405 0.0045
N 0.943 1.652 0.442 -0.0001
C 0.099 6.081 0.932 0.0006
C 4.649 -1.275 0.769 0.0073
C -6.084 -1.270 1.377 0.0001
H 3.001 0.566 -0.801 0.0006
```

Properties
F_max	0.5	eV/Å
ΔE to the lowest compared entry with this formula, charge and spin	3.2	kcal per mole
net charge	+1
2S+1	5
E	-127513.3906	eV
expectation value of S²	6.010
E_HOMO (spin up / spin down)	-9.725 / -10.584	eV